# C25H47IrN4OS4

C25H47IrN4OS4 as an isolated structure (ωB97M-V/def2-TZVPD, the OMol25 dataset).

Its charge is +3. The calculation puts the relative energy (zero: lowest compared OMol25 entry of this formula, charge and spin) at 8.8 kcal per mole. The molar mass comes out at 740.2 g/mol. For the gap between HOMO and LUMO (alpha / beta), the calculation gives 8.88 / 5.52 eV. Its LUMO energy (alpha / beta) is -7.546 / -11.294 eV. As for the HOMO energy (alpha / beta): -16.43 / -16.81 eV. As for the spin multiplicity: 6.

Structure (XYZ):
```
82
Properties=species:S:1:pos:R:3:forces:R:3
Ir 0.0733 -0.3636 0.2240 -0.10 0.13 -0.36
C -0.3656 1.2038 2.7258 0.03 -0.17 0.06
C -0.3021 -0.2081 2.7769 0.19 0.22 0.08
C -1.4324 -0.7156 1.9416 -0.01 0.07 -0.25
C -2.0539 0.4703 1.4055 -0.14 -0.06 0.28
C -1.4671 1.6484 1.9532 0.05 0.04 0.03
C -1.9719 3.0574 1.9120 0.03 -0.11 -0.03
C -2.8000 3.2149 3.2141 -0.02 0.04 0.05
C -0.8166 4.0672 1.9333 -0.03 0.01 0.04
C -2.8798 3.3137 0.7114 -0.05 0.00 -0.03
C -2.1843 -2.0710 1.9622 0.03 0.15 -0.01
C -2.4034 -2.5078 3.4182 -0.10 -0.02 0.02
C -3.5729 -1.8861 1.3345 -0.03 -0.01 -0.01
C -1.4803 -3.2022 1.2011 0.01 0.01 0.05
C 0.7246 -0.8871 3.6808 -0.09 0.05 -0.06
C 0.1246 -1.0273 5.0989 0.01 -0.01 0.05
C 1.9610 0.0170 3.8515 -0.02 -0.02 0.02
C 1.1905 -2.2448 3.1469 0.04 -0.02 0.01
H 0.3054 1.8577 3.2590 0.01 0.00 -0.03
H -2.9559 0.4708 0.8139 0.07 -0.06 -0.03
H -2.1839 3.0712 4.1037 -0.01 0.01 -0.03
H -3.6345 2.5117 3.2499 0.03 0.02 -0.02
H -3.2059 4.2272 3.2430 0.00 -0.02 0.01
H -0.1915 3.9595 2.8210 -0.02 0.02 -0.02
H -1.2305 5.0753 1.9550 0.01 -0.01 0.00
H -0.1862 3.9816 1.0464 -0.02 -0.02 0.00
H -3.7737 2.6859 0.7406 0.04 0.02 0.00
H -2.3625 3.1488 -0.2367 0.02 0.01 0.04
H -3.2122 4.3519 0.7289 -0.01 -0.02 0.00
H -2.8208 -1.7041 4.0291 0.02 -0.02 -0.02
H -1.4948 -2.8738 3.8868 -0.04 -0.02 -0.07
H -3.1197 -3.3302 3.4240 0.00 0.01 0.01
H -4.1674 -1.1381 1.8632 0.02 -0.04 0.01
H -4.1066 -2.8338 1.4005 -0.01 0.01 -0.02
H -3.5148 -1.6131 0.2792 0.02 0.00 0.01
H -0.5107 -3.4602 1.6218 -0.05 0.03 -0.09
H -1.3636 -2.9569 0.1436 -0.04 0.01 0.02
H -2.1040 -4.0965 1.2550 0.02 0.00 0.03
H -0.1911 -0.0553 5.4825 0.01 -0.02 -0.01
H 0.9009 -1.4098 5.7641 -0.02 0.00 -0.01
H -0.7206 -1.7052 5.1449 0.06 0.06 0.04
H 1.7511 0.9072 4.4434 -0.02 -0.02 -0.01
H 2.3778 0.3461 2.8999 0.02 0.02 -0.02
H 2.7328 -0.5380 4.3826 -0.01 0.01 -0.01
H 0.4375 -3.0212 3.2493 0.02 0.04 0.03
H 2.0665 -2.5731 3.7066 -0.02 0.00 0.01
H 1.4850 -2.1917 2.0887 -0.01 0.03 0.02
N 2.4458 0.1799 0.2188 0.11 -0.06 0.14
N 2.8166 1.2863 -0.5510 -0.16 -0.05 0.05
C 1.8866 2.0677 -1.1084 0.17 0.09 -0.05
N 2.2869 3.1017 -1.8241 -0.08 0.01 -0.03
S 0.2046 1.7879 -0.9107 -0.07 -0.03 0.25
H 2.8813 0.2458 1.1341 0.00 -0.01 -0.01
H 2.7255 -0.6848 -0.2434 0.01 0.03 -0.02
H 3.8036 1.4723 -0.6771 -0.01 0.00 0.00
H 3.2613 3.3321 -1.9602 0.00 0.01 0.00
H 1.6052 3.6983 -2.2688 0.02 0.00 0.00
S -1.4404 -1.0332 -1.8244 -0.06 -0.32 0.06
C -3.0757 -0.5919 -2.1207 0.18 0.19 -0.01
N -3.8954 -1.3959 -2.7445 -0.20 -0.11 -0.13
C -5.2296 -0.8963 -3.1270 0.15 0.05 0.11
C -5.3857 0.4971 -2.4869 0.05 -0.11 -0.05
S -3.7581 0.9424 -1.7825 -0.01 0.07 0.04
H -3.5824 -2.3123 -3.0381 -0.03 -0.01 0.02
H -5.9831 -1.5886 -2.7605 -0.03 -0.02 0.01
H -5.2967 -0.8546 -4.2118 0.04 0.02 -0.04
H -6.1241 0.5068 -1.6912 0.01 -0.01 0.03
H -5.6465 1.2529 -3.2216 -0.02 0.01 -0.01
O 1.2374 -1.9411 -0.8198 0.07 -0.37 -0.25
S 1.2028 -3.5107 -0.9068 -0.19 0.18 0.24
C 2.9018 -3.9766 -1.2934 0.14 0.05 0.01
C 3.0250 -4.0148 -2.8125 -0.06 -0.02 0.05
C 1.7300 -4.6719 -3.2818 -0.02 0.06 0.03
C 0.5976 -3.9269 -2.5663 0.07 0.10 -0.16
H 3.0253 -4.9680 -0.8502 0.02 0.01 -0.01
H 3.5509 -3.2791 -0.7645 0.04 -0.05 -0.01
H 3.9093 -4.5748 -3.1117 -0.01 -0.01 0.01
H 3.1163 -3.0045 -3.2156 -0.01 0.00 -0.01
H 1.7224 -5.7284 -3.0102 -0.01 -0.01 0.00
H 1.5942 -4.6116 -4.3601 -0.01 0.01 -0.01
H -0.3293 -4.4865 -2.4586 0.00 0.00 -0.02
H 0.3908 -2.9561 -3.0241 -0.01 -0.07 0.00
```
Positions in Å, forces in eV/Å.